No. 1
Here is the molecule C3H3IN2O at a distorted geometry from OMol25. Energies are from ωB97M-V/def2-TZVPD.

The calculation puts the energy at -598.39901 hartree. The HOMO energy (spin up / spin down) is -8.938 / -10.397 eV. Its total charge is 0. As for the multiplicity: 3. The value obtained for the energy above the lowest of the compared OMol25 structures with the same formula, charge and spin is 67.4 kJ/mol.

Positions of all 10 atoms, in Å:
C  0.8334  -0.4241  -0.6817
C  0.9305  -0.6569  -2.1825
H  -0.3022  1.4869  0.1489
H  -0.6906  0.7031  -1.5057
O  -2.5162  -0.2954  0.0126
H  0.4434  -1.3646  -0.2252
N  -1.3409  -0.3031  0.2938
N  0.7542  -0.9692  -3.2797
I  2.6771  0.3035  0.0773
C  -0.4321  0.5276  -0.4789

Population analysis type Mulliken, resulting atomic charges in e: -0.329, 0.135, 0.316, 0.385, -0.308, 0.393, 0.013, -0.385, 0.164, -0.383

No. 2
Here is the molecule C3H3IN4 at a distorted geometry from OMol25. Energies are from ωB97M-V/def2-TZVPD.

The calculation puts the energy at -632.61490 hartree. The HOMO energy is -8.851 eV. Its total charge is 0. As for the multiplicity: 1. The value obtained for the energy above the lowest of the compared OMol25 structures with the same formula, charge and spin is 362.6 kJ/mol.

Positions of all 11 atoms, in Å:
H  1.7279  -2.3442  -0.2271
H  1.1711  -1.2057  -1.4945
I  -2.8801  -1.3431  -0.1712
N  -1.9986  1.4162  -0.0221
N  0.2230  2.0147  0.0834
C  1.2388  -1.2892  -0.4218
C  0.5924  0.9062  0.1585
N  -1.6769  0.2714  0.0591
H  1.7493  -0.5025  1.4763
C  1.1805  -0.3260  0.5268
N  -1.3275  2.4022  0.0326

Population analysis type Mulliken, resulting atomic charges in e: 0.220, 0.288, 0.106, 0.340, -0.164, -0.608, 0.516, -0.321, 0.315, -0.242, -0.449

No. 3
Here is a structure of composition C3H3IO2 at a distorted geometry from OMol25. Energies are from ωB97M-V/def2-TZVPD.

The calculation puts the energy at -564.18859 hartree. The HOMO energy is -8.829 eV. Its total charge is 0. As for the multiplicity: 1. The value obtained for the energy above the lowest of the compared OMol25 structures with the same formula, charge and spin is 210.6 kJ/mol.

Positions of all 9 atoms, in Å:
H  -0.9689  -0.9254  -0.6998
H  0.2525  1.5958  0.7843
O  -1.8503  2.6527  -0.2178
C  -0.4646  0.8576  0.6166
H  0.7619  -0.8933  -0.4101
I  -3.6819  -0.1984  0.1017
O  -0.6727  -0.3648  1.2182
C  -1.6366  1.6062  0.1655
C  -0.2517  -0.4806  -0.0801

Population analysis type Mulliken, resulting atomic charges in e: 0.183, 0.405, -0.234, 0.260, 0.209, -0.238, -0.295, -0.001, -0.289

No. 4
Here is a structure of composition C3H3IrO2 at a distorted geometry from OMol25. Energies are from ωB97M-V/def2-TZVPD.

The calculation puts the energy at -370.33800 hartree. The HOMO energy (spin up / spin down) is -13.663 / -14.807 eV. Its total charge is +1. As for the multiplicity: 6. The value obtained for the energy above the lowest of the compared OMol25 structures with the same formula, charge and spin is 0.0 kJ/mol.

Positions of all 9 atoms, in Å:
C  -2.1207  0.7865  -0.0356
H  -2.9980  0.9569  0.5911
O  0.4469  0.8363  0.2863
O  0.7399  -1.2908  -0.1542
H  -1.9898  -1.3545  0.1919
C  -1.4957  -0.4136  -0.0505
H  -1.7775  1.5975  -0.6809
C  -0.0408  -0.3464  0.1725
Ir  2.2367  -0.0188  0.1765

Population analysis type Mulliken, resulting atomic charges in e: -0.367, 0.271, -0.544, -0.487, 0.351, -0.359, 0.275, 0.861, 0.998

No. 5
Here is a structure of composition C3H3IrO4 at a distorted geometry from OMol25. Energies are from ωB97M-V/def2-TZVPD.

The calculation puts the energy at -519.71978 hartree. The HOMO energy (spin up / spin down) is -26.894 / -27.289 eV. Its total charge is +3. As for the multiplicity: 6. The value obtained for the energy above the lowest of the compared OMol25 structures with the same formula, charge and spin is 0.0 kJ/mol.

Positions of all 11 atoms, in Å:
C  -0.1265  0.3712  -3.2826
H  -0.9663  -1.2693  2.3971
O  -0.2726  -1.4885  0.5040
O  0.2751  -0.4026  -2.4939
H  -0.7155  1.2901  1.7367
O  0.8129  0.8927  0.4943
Ir  1.0066  -0.7602  -0.7753
C  -0.4051  -0.8614  1.5430
O  -0.4438  0.9223  -4.2409
C  0.1139  0.5549  1.6016
H  0.7214  0.7510  2.5159

Population analysis type Mulliken, resulting atomic charges in e: 0.730, 0.441, -0.396, -0.498, 0.434, -0.320, 1.976, 0.235, 0.057, -0.095, 0.436

No. 6
Here is a structure of composition C3H3LiO2 at a distorted geometry from OMol25. Energies are from ωB97M-V/def2-TZVPD.

The calculation puts the energy at -273.81048 hartree. The HOMO energy (spin up / spin down) is -12.860 / -13.837 eV. Its total charge is +1. As for the multiplicity: 2. The value obtained for the energy above the lowest of the compared OMol25 structures with the same formula, charge and spin is 133.2 kJ/mol.

Positions of all 9 atoms, in Å:
O  2.3385  0.0544  0.5139
C  1.6540  0.4236  -0.3683
H  -2.9428  -0.2643  -0.0311
O  1.4251  1.0590  -1.3212
H  -1.8586  1.2522  0.0957
C  -1.9413  0.1798  -0.1080
H  -0.7347  -1.6106  -0.6556
C  -0.8870  -0.5692  -0.3668
Li  2.9467  -0.5248  2.2413

Population analysis type Mulliken, resulting atomic charges in e: -0.457, 0.632, 0.259, -0.224, 0.214, -0.364, 0.318, -0.358, 0.980

No. 7
Here is a structure of composition C3H3LiO2Pd at a distorted geometry from OMol25. Energies are from ωB97M-V/def2-TZVPD.

The calculation puts the energy at -401.17400 hartree. The HOMO energy (spin up / spin down) is -18.055 / -21.330 eV. Its total charge is +2. As for the multiplicity: 3. The value obtained for the energy above the lowest of the compared OMol25 structures with the same formula, charge and spin is 0.0 kJ/mol.

Positions of all 10 atoms, in Å:
Li  2.5461  1.6276  -0.1471
H  0.0877  -2.0802  0.8659
C  -0.3674  -1.1400  0.5670
Pd  -0.2245  1.6860  0.1757
O  -0.9569  1.1910  -1.3449
O  1.7528  0.1520  0.7359
H  -1.3136  -0.8968  1.0499
C  -1.4876  0.7169  -2.2246
H  -0.6099  -1.2517  -0.4909
C  0.5733  -0.0049  0.8131

Population analysis type Mulliken, resulting atomic charges in e: 0.898, 0.339, -0.992, 0.693, -0.275, -0.548, 0.432, 0.143, 0.367, 0.943

No. 8
Here is a structure of composition C3H3LiO2Rh at a distorted geometry from OMol25. Energies are from ωB97M-V/def2-TZVPD.

The calculation puts the energy at -383.18466 hartree. The HOMO energy (spin up / spin down) is -24.991 / -25.759 eV. Its total charge is +3. As for the multiplicity: 5.

Positions of all 10 atoms, in Å:
C  -2.9265  1.3722  -1.1112
O  -2.5173  0.5524  -0.4452
Rh  -1.5379  -1.0084  0.5179
Li  0.8951  -0.8310  3.1623
H  1.7677  0.9241  -0.3967
C  1.0315  0.2062  -0.7528
H  1.4481  -0.4536  -1.5127
H  0.2426  0.7973  -1.2204
C  0.4841  -0.6336  0.3775
O  1.1126  -0.9257  1.3812

Population analysis type Mulliken, resulting atomic charges in e: 0.205, -0.178, 1.010, 0.942, 0.354, -0.680, 0.368, 0.411, 0.944, -0.375

No. 9
Here is a structure of composition C3H3LiO3Yb at a distorted geometry from OMol25. Energies are from ωB97M-V/def2-TZVPD.

The calculation puts the energy at -1506.92660 hartree. The HOMO energy (spin up / spin down) is -22.258 / -22.548 eV. Its total charge is +3. As for the multiplicity: 2. The value obtained for the energy above the lowest of the compared OMol25 structures with the same formula, charge and spin is 0.0 kJ/mol.

Positions of all 11 atoms, in Å:
Li  1.4732  1.1085  -2.6259
C  0.1534  0.4980  -0.1208
Yb  -1.0565  -1.9793  -1.0611
C  1.2451  1.8248  1.5087
H  2.2477  2.2565  1.5164
O  0.7860  1.6486  0.2935
O  -0.3038  -0.2864  0.7270
H  1.4349  0.8316  3.3941
O  0.3313  0.1949  -1.3208
H  -0.3551  1.1471  2.8606
C  0.7128  1.1550  2.6416

Population analysis type Mulliken, resulting atomic charges in e: 0.953, 1.066, 1.604, 0.242, 0.408, -0.262, -0.592, 0.330, -0.739, 0.352, -0.361

No. 10
Here is a structure of composition C3H3LuO3 at a distorted geometry from OMol25. Energies are from ωB97M-V/def2-TZVPD.

The calculation puts the energy at -1575.88105 hartree. The HOMO energy (spin up / spin down) is -22.412 / -24.571 eV. Its total charge is +3. As for the multiplicity: 2. The value obtained for the energy above the lowest of the compared OMol25 structures with the same formula, charge and spin is 154.1 kJ/mol.

Positions of all 10 atoms, in Å:
C  -1.2670  0.9442  -0.0181
H  -1.5095  -2.3051  -0.0098
C  -1.0624  -1.3779  -0.4090
O  -1.2459  -0.3827  0.4294
O  2.3066  -0.1987  -0.1249
O  2.0304  1.4806  1.4009
H  -1.9605  1.5337  0.5752
C  2.3016  0.5104  0.8196
Lu  1.1003  -1.3682  -1.7423
H  -0.6936  1.1636  -0.9210

Population analysis type Mulliken, resulting atomic charges in e: 0.036, 0.448, -0.286, -0.081, -0.461, -0.057, 0.326, 0.736, 2.074, 0.266